# 1
Computed, not measured: a 2-piece molecular cluster, C4H12N2O overall, with ωB97M-V/def2-TZVPD.

Geometry as XYZ:
```
19
Properties=species:S:1:pos:R:3:forces:R:3
H 0.38650 2.68047 -0.14779 0.2 0.0 0.0
N -0.01036 2.39030 0.74509 0.0 0.0 -0.3
C -1.24881 2.58811 0.69410 -0.7 -0.1 0.1
N -2.10388 2.20972 1.76798 0.2 -0.2 0.1
H -1.79034 3.00415 -0.16448 0.4 0.2 -0.2
H -2.56813 1.33725 1.52593 0.1 0.1 0.2
H -2.82106 2.90489 1.91092 -0.2 0.1 -0.1
C -0.23097 -1.78249 0.54551 -0.1 0.2 0.1
C 0.50024 -0.88251 -0.44048 0.1 -0.2 -0.2
C 1.70480 -1.57023 -1.05529 -0.4 -0.1 -0.2
O 2.19990 -0.74370 -2.09986 -0.1 0.2 0.0
H 0.41329 -2.20337 1.31468 0.2 0.0 0.1
H -1.01340 -1.21496 1.04984 0.0 -0.1 0.1
H -0.70848 -2.61101 0.02172 0.0 -0.1 0.0
H 0.82011 0.06616 -0.01284 -0.1 0.0 0.3
H -0.20072 -0.64137 -1.24452 0.1 0.1 -0.1
H 1.37937 -2.53775 -1.45614 0.1 -0.1 0.0
H 2.48322 -1.74994 -0.31029 0.0 0.0 0.1
H 2.80871 -1.24372 -2.64408 0.1 -0.1 0.0
```
Forces are in eV/Å.

Summary:
2S+1: 1
Orbital gap (eV): 10.79
SMILES string: [H]/N=C/N.CCCO
Energy relative to the best compared isomer or geometry (same formula, charge and spin) (kJ/mol): 175.4
LUMO level (Eh): 0.034

Atomic partial charges in e from the Löwdin method, atoms 1 to 4: H 0.05; N 0.10; C -0.38; N 0.02

# 2
Computed, not measured: a 2-piece molecular cluster, C4H12N2O overall, with ωB97M-V/def2-TZVPD.

Geometry as XYZ:
```
19
Properties=species:S:1:pos:R:3:forces:R:3
C 0.59621 -1.85586 1.13185 -0.2 0.2 -0.1
C -0.26198 -0.63322 0.99712 -0.1 -0.1 0.0
C -1.02379 -0.37052 -0.07009 0.2 -0.2 0.4
N -1.08407 -1.20594 -1.18407 0.1 0.2 0.1
N -1.71735 0.84384 -0.20739 -0.2 0.1 -0.3
H 0.01654 -2.76605 0.96912 0.0 -0.2 0.0
H 1.41353 -1.85169 0.41010 0.2 -0.1 0.0
H 1.02317 -1.90558 2.13114 0.0 -0.1 0.0
H -0.22464 0.08846 1.79643 -0.1 0.2 0.1
H -0.85843 -2.16892 -0.99128 0.0 0.0 -0.1
H -1.89680 -1.09203 -1.76404 -0.1 -0.1 -0.1
H -2.52600 0.79388 -0.81432 0.1 0.1 0.2
H -1.94931 1.26589 0.67930 -0.1 -0.1 0.0
C 1.75971 1.71870 -0.57739 0.1 -0.1 -0.1
O 0.69620 2.56677 -0.22598 -0.3 0.3 0.2
H 1.92325 0.94436 0.17800 0.1 0.0 0.0
H 2.65257 2.33781 -0.64883 0.1 0.0 0.0
H 1.58344 1.23693 -1.54483 0.1 0.0 0.0
H -0.12224 2.05318 -0.26485 0.0 0.0 -0.1
```
Forces are in eV/Å.

Summary:
2S+1: 1
Orbital gap (eV): 8.56
SMILES string: CC=C(N)N.CO
Energy relative to the best compared isomer or geometry (same formula, charge and spin) (kJ/mol): 143.8
LUMO level (Eh): 0.028

Atomic partial charges in e from the Löwdin method, atoms 1 to 4: C -0.12; C -0.17; C -0.48; N 0.12

# 3
Computed, not measured: one molecule with the formula C4H12N2O in a non-equilibrium geometry, with ωB97M-V/def2-TZVPD.

Geometry as XYZ:
```
19
Properties=species:S:1:pos:R:3:forces:R:3
C 1.80888 1.83751 1.01356 0.5 0.0 0.5
C 0.53754 1.01182 0.88320 1.4 -0.7 -0.5
O -0.57961 1.75972 1.22113 -1.2 0.6 0.4
C 0.42652 0.46214 -0.52656 -0.3 -0.2 -0.9
N -0.63531 -0.50590 -0.77049 0.3 0.2 -0.5
C -0.27281 -1.91720 -0.66584 -1.2 0.3 0.0
N -1.28797 -2.80852 -1.17660 0.1 -0.8 -0.6
H 1.73098 2.71170 0.36316 0.1 0.1 0.1
H 2.73474 1.30006 0.77923 -0.3 -0.2 -0.4
H 1.99736 2.13726 2.05002 -0.5 0.3 -0.1
H 0.56478 0.16979 1.57592 0.0 -0.1 0.1
H -0.95811 2.16584 0.43335 0.1 0.1 0.0
H 0.28946 1.28211 -1.25428 -0.1 0.2 0.4
H 1.36902 0.02557 -0.86127 0.1 -0.2 0.3
H -1.46922 -0.27782 -0.24902 0.0 -0.1 0.2
H 0.61616 -2.07164 -1.27220 0.2 -0.1 0.3
H -0.13308 -2.19989 0.37362 0.5 -0.1 0.3
H -1.24303 -2.95324 -2.17443 0.1 0.2 0.0
H -2.25442 -2.62636 -0.95719 0.1 0.4 0.4
```
Forces are in eV/Å.

Summary:
2S+1: 1
Orbital gap (eV): 9.75
SMILES string: C[C@@H](O)CNCN
Energy relative to the best compared isomer or geometry (same formula, charge and spin) (kJ/mol): 141.4
LUMO level (Eh): 0.039

Atomic partial charges in e from the Löwdin method, atoms 1 to 4: C -0.05; C -0.47; O -0.02; C -0.21

# 4
Computed, not measured: a 3-piece molecular cluster, C4H12N2O overall in a non-equilibrium geometry, with ωB97M-V/def2-TZVPD.

Geometry as XYZ:
```
19
Properties=species:S:1:pos:R:3:forces:R:3
C 2.44407 -1.13827 -0.86394 -0.7 -0.3 -0.2
C 1.28519 -0.46196 -0.15332 0.9 2.7 1.7
N 1.14485 -0.82272 1.17124 0.0 -0.2 -0.8
O 0.99202 0.76454 -0.45796 0.7 -1.2 0.4
H 2.26556 -1.05344 -1.93648 0.2 -0.1 0.1
H 3.34872 -0.58400 -0.61029 -0.2 0.1 0.0
H 2.59289 -2.18120 -0.55845 -0.1 0.2 -0.2
H 0.47184 -0.30939 1.72152 0.1 -0.1 -0.1
H 1.38859 -1.75929 1.44849 -0.2 0.1 0.1
C -2.07245 2.10406 0.37257 0.4 0.0 -0.1
C -2.63840 1.65039 1.47955 -0.4 0.3 0.1
H -2.61044 2.27250 -0.55295 -0.2 -0.1 0.1
H -1.01533 2.33556 0.30757 0.0 -0.1 0.2
H -3.70580 1.46498 1.54572 0.0 -0.1 -0.1
H -2.10923 1.55246 2.42084 0.2 -0.1 -0.1
N -0.37650 -0.97769 -1.30676 -0.2 0.5 0.4
H -0.02799 0.14149 -1.31217 -0.8 -2.7 -0.7
H -1.27401 -1.19638 -0.88617 0.1 0.4 0.1
H -0.10358 -1.80163 -1.82902 0.1 0.8 -0.7
```
Forces are in eV/Å.

Summary:
2S+1: 1
Orbital gap (eV): 9.83
SMILES string: CC(N)=O.C=C.N
Energy relative to the best compared isomer or geometry (same formula, charge and spin) (kJ/mol): 297.7
LUMO level (Eh): 0.032

Atomic partial charges in e from the Löwdin method, atoms 1 to 4: C -0.02; C -0.61; N 0.14; O -0.15

# 5
Computed, not measured: one molecule with the formula C4H12N2O in a non-equilibrium geometry, with ωB97M-V/def2-TZVPD.

Geometry as XYZ:
```
19
Properties=species:S:1:pos:R:3:forces:R:3
C -1.84695 0.41434 -1.36644 0.6 -0.2 -0.9
C -0.48921 0.06234 -0.76454 0.0 1.5 -0.5
N 0.34280 1.36966 -0.79982 0.4 -1.7 -0.6
C -0.69984 -0.37416 0.67803 1.2 0.1 0.4
N 0.24024 -1.38656 1.28628 1.6 1.3 -1.5
C 1.70842 -1.01560 1.04192 -0.8 0.6 2.1
O 1.92068 0.31740 1.61297 0.1 -1.3 -0.6
H -2.39582 1.01604 -0.65469 -0.3 0.1 0.1
H -1.72734 1.00414 -2.29409 -0.1 -0.2 0.4
H -2.38543 -0.48902 -1.64263 -0.3 0.0 0.2
H 0.12838 -0.56170 -1.39127 -0.5 -1.2 -0.1
H 1.25569 0.97175 -1.06236 0.2 0.6 0.7
H 0.13268 1.74640 -1.72198 -0.4 0.5 0.2
H -1.71472 -0.69700 0.89667 0.0 -0.1 -0.2
H -0.53317 0.60207 1.14805 -0.6 -0.1 0.6
H 0.26034 -1.07530 2.25396 -0.5 -0.6 0.3
H 2.27185 -1.73072 1.65464 -0.1 0.3 -0.1
H 2.19758 -1.01048 0.07238 -0.9 -0.3 -0.7
H 1.33382 0.83638 1.05291 0.2 0.8 0.1
```
Forces are in eV/Å.

Summary:
2S+1: 1
Orbital gap (eV): 10.41
SMILES string: C[C@@H](N)CNCO
Energy relative to the best compared isomer or geometry (same formula, charge and spin) (kJ/mol): 223.9
LUMO level (Eh): 0.035

Atomic partial charges in e from the Löwdin method, atoms 1 to 4: C -0.07; C -0.41; N 0.01; C -0.21

# 6
Computed, not measured: a 2-piece molecular cluster, C4H12N2O overall in a non-equilibrium geometry, with ωB97M-V/def2-TZVPD.

Geometry as XYZ:
```
19
Properties=species:S:1:pos:R:3:forces:R:3
C 0.51490 0.71482 -2.51453 -0.2 1.0 -0.2
C 0.14816 1.71387 -1.39385 0.0 0.2 0.1
C 0.67618 1.31851 -0.04564 1.1 -1.6 -0.4
N 2.09359 1.48425 0.20937 -1.0 0.2 -0.1
C 0.03951 0.40353 0.69159 -0.4 0.7 -0.3
N 0.60325 -0.16425 1.87824 -0.1 0.8 -1.1
H 0.03127 -0.20532 -2.20474 0.3 -0.4 -0.2
H 0.05713 1.05385 -3.44826 -0.1 -0.1 0.0
H 1.56152 0.57515 -2.76195 0.3 -0.1 0.4
H 0.32875 2.78135 -1.54347 0.5 -0.1 -0.5
H -0.92461 1.65602 -1.41762 -0.7 0.1 0.5
H 2.44922 0.54201 0.33628 0.4 0.2 0.2
H 2.55660 1.90339 -0.58528 0.0 0.1 0.0
H -0.94480 0.12354 0.33363 -0.1 -0.2 0.4
H 0.85855 0.65912 2.40915 0.4 -0.3 0.6
H -0.09851 -0.67765 2.36352 -0.4 -0.3 0.5
O -3.68660 -4.69476 2.58395 -0.4 0.4 0.0
H -2.99993 -5.35910 2.58228 0.3 0.0 0.0
H -3.26417 -3.82834 2.52733 0.1 -0.4 0.0
```
Forces are in eV/Å.

Summary:
2S+1: 1
Orbital gap (eV): 8.17
SMILES string: CC/C(N)=C/N.O
Energy relative to the best compared isomer or geometry (same formula, charge and spin) (kJ/mol): 172.3
LUMO level (Eh): 0.019

Atomic partial charges in e from the Löwdin method, atoms 1 to 4: C -0.09; C -0.23; C -0.37; N 0.07